Molecular formula: C5H7NO
Method: DFT, the ωB97M-V functional and the def2-TZVPD basis

Properties
**Gap between HOMO and LUMO**: 8.30 eV
**HOMO**: -0.280 Eh
**Energy relative to the best compared isomer or geometry (same formula, charge and spin)**: 107.8 kcal/mol

Last column: natural (NBO) charge in e.
CARTESIAN COORDINATES (ANGSTROEM)
N -2.08 -0.42 1.34  -0.81
C -0.90 0.03 0.79  0.60
O -0.78 1.25 0.37  -0.49
C -0.35 0.60 -0.99  0.06
C 1.17 0.82 -1.08  -0.50
C 1.46 -0.29 -0.07  -0.39
C -0.01 -0.76 0.03  -0.36
H -2.73 0.34 1.49  0.39
H -2.49 -1.12 0.74  0.40
H 1.50 1.84 -0.83  0.22
H 1.48 0.57 -2.09  0.21
H 1.87 0.05 0.89  0.22
H 2.10 -1.09 -0.46  0.22
H -0.25 -1.81 -0.12  0.23